Formula: C2H7N2P2
Source: the Open Molecules 2025 dataset
Level of theory: ωB97M-V with the def2-TZVPD basis set

```
13
Properties=species:S:1:pos:R:3:nbo_charge:R:1
C -0.217 -0.390 2.900 -0.16
C 0.278 -0.405 1.679 -0.67
P 0.390 1.020 0.562 0.76
P 0.900 -0.001 -1.385 1.01
N -0.653 -0.751 -1.327 -1.13
N 0.595 1.277 -2.393 -1.20
H -0.492 0.679 3.352 0.23
H -0.228 -1.261 3.566 0.24
H 0.617 -1.362 1.112 0.24
H -0.578 -1.723 -1.255 0.41
H -1.576 -0.481 -1.375 0.41
H -0.174 1.272 -2.993 0.42
H 1.139 2.126 -2.443 0.43
```

Summary:
- SMILES = C=CP=P(N)=[NH2+]
- orbital gap (spin up / spin down) (eV) = 5.7819 / 5.7830
- net charge = +1
- electronic energy (eV) = -23735.9541
- LUMO (spin up / spin down) (eV) = -7.033 / -7.033
- HOMO energy (spin up / spin down) (Ha) = -0.4709 / -0.4710

=====

Formula: C33H88N4O16
Source: the Open Molecules 2025 dataset
Level of theory: ωB97M-V with the def2-TZVPD basis set

```
141
Properties=species:S:1:pos:R:3:mulliken_charge:R:1
C 0.120 1.797 -3.825 -1.77
C 0.429 0.398 -4.314 1.75
C -0.631 -0.572 -3.872 -1.69
C 0.363 0.378 -5.916 -1.16
C 1.707 0.944 -6.525 -0.64
C 2.873 0.113 -6.059 -1.16
C 3.081 0.223 -4.446 1.25
C 3.950 -1.022 -4.033 -1.77
C 3.708 1.523 -4.058 -1.54
N 1.741 -0.049 -3.808 0.34
O 1.828 -0.104 -2.391 0.57
H -0.888 2.162 -4.025 0.45
H 0.308 1.909 -2.757 -0.03
H 0.872 2.405 -4.327 0.47
H -1.595 -0.200 -4.219 0.46
H -0.480 -1.604 -4.189 0.37
H -0.713 -0.543 -2.786 0.01
H 0.334 -0.656 -6.257 0.38
H -0.386 1.026 -6.372 0.35
H 1.671 0.817 -7.607 0.43
H 1.831 1.997 -6.272 0.32
H 3.771 0.348 -6.630 0.44
H 2.681 -0.916 -6.363 0.37
H 3.459 -1.945 -4.342 0.30
H 3.978 -1.091 -2.945 0.27
H 4.928 -0.805 -4.463 0.51
H 3.614 1.601 -2.975 0.23
H 3.216 2.420 -4.434 0.28
H 4.772 1.508 -4.293 0.44
H 1.703 -1.033 -2.185 0.08
C 3.234 -6.499 0.323 -0.94
O 3.044 -5.418 1.259 -0.15
C 2.049 -5.657 2.298 -1.13
C 1.451 -4.384 2.950 0.99
C 0.366 -4.590 3.953 -1.77
N 1.078 -3.400 1.958 0.73
H 3.537 -7.402 0.852 0.35
H 4.031 -6.368 -0.409 0.28
H 2.328 -6.782 -0.214 0.35
H 1.232 -6.306 1.981 0.41
H 2.544 -6.147 3.136 0.44
H 2.253 -3.861 3.471 -0.07
H 0.808 -5.260 4.690 0.45
H -0.569 -4.992 3.563 0.31
H 0.045 -3.665 4.431 0.32
H 0.601 -3.926 1.240 -0.12
H 1.885 -2.997 1.504 -0.35
C -5.695 1.983 1.517 -0.82
O -5.020 1.186 0.548 -0.28
C -5.468 1.402 -0.803 -1.11
C -4.326 0.824 -1.731 0.84
C -2.963 1.510 -1.483 -0.22
N -4.639 0.862 -3.145 -0.78
H -5.333 1.811 2.531 0.20
H -6.766 1.788 1.462 0.29
H -5.486 3.020 1.255 0.27
H -6.425 0.914 -0.988 0.41
H -5.601 2.456 -1.047 0.45
H -4.218 -0.229 -1.471 -0.06
H -2.957 2.599 -1.441 0.32
H -2.320 1.236 -2.319 -0.43
H -2.424 1.200 -0.588 -0.06
H -4.121 0.117 -3.590 0.27
H -5.597 0.578 -3.293 0.30
C -2.127 6.324 2.106 -0.89
O -1.022 5.799 1.464 -0.37
C -1.227 5.307 0.155 -0.85
C 0.046 4.896 -0.554 0.30
C -0.281 4.727 -2.055 -1.36
N 0.543 3.622 -0.168 0.16
H -3.035 5.726 2.028 0.30
H -2.328 7.390 2.005 0.27
H -1.852 6.211 3.155 0.33
H -2.002 4.541 0.155 0.19
H -1.900 5.933 -0.431 0.60
H 0.852 5.601 -0.347 0.57
H 0.663 4.552 -2.570 0.37
H -0.769 5.622 -2.440 0.62
H -0.985 3.903 -2.173 -0.05
H 1.310 3.399 -0.785 0.10
H 0.898 3.882 0.741 -0.21
O 2.258 -4.591 -2.506 -0.63
C 0.969 -3.999 -2.708 -0.39
C 0.399 -3.441 -1.342 -0.47
O 1.231 -2.500 -0.821 0.08
H 2.664 -4.169 -1.745 0.28
H 1.086 -3.092 -3.302 -0.01
H 0.258 -4.702 -3.142 0.43
H 0.440 -4.253 -0.615 0.31
H -0.635 -3.107 -1.432 0.15
H 0.575 -1.878 -0.495 -0.41
O -0.536 -0.796 0.336 1.66
C 0.093 0.455 0.481 -0.84
C 1.436 0.214 1.265 -1.47
O 1.184 -0.308 2.613 0.99
H -1.432 -0.792 0.680 -0.62
H 0.170 0.921 -0.501 -0.38
H -0.546 1.165 1.006 0.67
H 1.976 1.152 1.398 0.54
H 2.129 -0.446 0.743 0.32
H 0.943 -1.214 2.407 -0.21
O 1.408 5.023 2.679 -0.63
C 1.096 3.758 3.171 1.22
C 2.283 3.168 3.970 -0.45
O 3.374 3.143 3.104 -0.52
H 0.703 5.405 2.152 0.41
H 0.158 3.771 3.726 0.38
H 0.739 3.112 2.369 -1.01
H 2.072 2.119 4.182 0.09
H 2.628 3.708 4.851 0.38
H 3.457 4.064 2.846 0.31
O -0.726 0.657 4.621 -0.69
C -1.966 0.289 4.004 0.90
C -3.134 0.461 5.026 -0.74
O -4.450 0.269 4.420 -0.59
H -0.041 0.389 4.004 0.07
H -2.315 0.810 3.112 -0.07
H -1.903 -0.682 3.514 -0.17
H -3.089 1.405 5.570 0.36
H -3.005 -0.205 5.878 0.32
H -4.396 -0.582 3.978 0.44
O -3.209 -0.833 0.934 0.24
C -3.879 -2.068 0.765 -0.46
C -3.598 -2.762 2.062 -0.43
O -4.302 -2.194 3.207 -0.57
H -3.834 -0.116 0.805 -0.30
H -4.901 -1.849 0.456 0.43
H -3.500 -2.693 -0.045 0.33
H -2.527 -2.786 2.263 -0.05
H -3.963 -3.785 1.974 0.57
H -4.612 -2.973 3.676 0.25
O 3.255 -1.033 4.359 -0.65
C 4.230 -0.993 3.282 -0.33
C 4.540 -2.272 2.599 -0.35
O 3.810 -2.297 1.437 -0.25
H 2.489 -0.842 3.813 0.32
H 3.780 -0.266 2.607 -0.04
H 5.128 -0.619 3.775 0.38
H 4.307 -3.054 3.322 0.16
H 5.598 -2.287 2.335 0.53
H 4.042 -3.045 0.881 0.07
```

Summary:
- SMILES = CC1(C)CCCC(C)(C)N1O.COC[C@H](C)N.COC[C@H](C)N.COC[C@H](C)N.OCCO.OCCO.OCCO.OCCO.OCCO.OCCO
- orbital gap (eV) = 8.2977
- electronic energy (eV) = -74361.3749
- LUMO (eV) = 0.282
- HOMO energy (Ha) = -0.2946

=====

Formula: C7H8
Source: the Open Molecules 2025 dataset
Level of theory: ωB97M-V with the def2-TZVPD basis set

```
15
Properties=species:S:1:pos:R:3:nbo_charge:R:1
C 1.656 -1.206 0.803 -0.63
C 0.525 -0.461 0.097 -0.01
C -0.730 -1.011 0.012 -0.21
C -1.819 -0.232 -0.471 -0.22
C -1.569 1.115 -0.742 -0.21
C -0.314 1.668 -0.643 -0.21
C 0.777 0.869 -0.330 -0.22
H 2.550 -0.583 0.656 0.21
H 1.863 -2.175 0.363 0.22
H 1.512 -1.207 1.879 0.22
H -0.917 -1.856 0.672 0.20
H -2.726 -0.457 0.090 0.22
H -2.436 1.719 -0.979 0.21
H -0.140 2.734 -0.694 0.21
H 1.769 1.083 -0.714 0.22
```

Summary:
- SMILES = Cc1ccccc1
- orbital gap (eV) = 9.7786
- electronic energy (eV) = -7387.5088
- LUMO (eV) = 0.932
- HOMO energy (Ha) = -0.3251

=====

Q: Which of these has the highest electronic energy?
A: C7H8

=====

Q: Look up the electronic energy of the third one.
A: -7387.5088 eV